(1)
C18H23N3OS3 | the ωB97M-V functional and the def2-TZVPD basis

The geometry in ORCA input format:
```
! RIJCOSX wB97M-V def2-TZVPD def2/J DEFGRID3
* xyz 0 1
C 3.41 2.56 -0.04
H 3.17 2.65 -1.15
H 4.14 3.51 0.10
H 2.55 2.52 0.51
C 4.18 1.10 -0.09
N 3.33 0.02 -0.27
C 2.52 -0.63 0.74
S 2.39 0.06 1.99
S 1.76 -1.96 -0.11
C 0.84 -2.51 1.42
C -0.56 -2.81 1.00
C -1.12 -4.13 1.23
S -2.53 -4.65 0.50
C -2.37 -2.82 -0.12
N -1.31 -2.31 0.01
C -3.50 -2.41 -0.94
H -4.23 -3.24 -1.07
H -3.05 -2.30 -1.99
C -3.89 -0.89 -0.71
O -5.21 -0.75 -0.52
N -3.06 -0.12 -0.45
C -3.23 1.32 0.18
C -4.34 2.02 0.05
C -4.46 3.29 0.53
C -3.25 4.07 0.50
C -1.96 3.25 0.77
C -1.94 1.71 0.42
C -0.59 1.35 0.44
H 0.06 1.81 0.98
H -0.28 0.81 -0.44
H -0.67 0.42 1.08
H -1.18 3.72 0.96
H -3.26 4.98 1.05
H -5.36 3.62 0.30
H -5.25 1.31 -0.31
H -2.03 -0.31 -0.28
H -0.56 -4.96 1.81
H 0.69 -1.53 2.28
H 1.33 -3.16 2.02
C 3.42 -0.22 -1.59
C 4.75 -1.43 -1.68
H 4.62 -1.58 -2.64
H 4.37 -2.28 -1.21
H 5.56 -1.06 -1.49
H 2.49 -0.74 -2.09
H 3.88 0.47 -2.32
H 5.14 1.19 -0.51
H 4.58 1.03 1.15
*
```

Summary:
Structure (SMILES): CCN(CC)C(=S)SCc1csc(CC(=O)Nc2ccccc2C)n1

---

(2)
C18H23N5O3Tl | the ωB97M-V functional and the def2-TZVPD basis

The geometry in ORCA input format:
```
! RIJCOSX wB97M-V def2-TZVPD def2/J DEFGRID3
* xyz 1 1
C 0.10 4.14 -2.80
C 1.39 4.59 -2.58
H -0.76 4.54 -2.24
H -0.21 3.55 -3.67
C 2.48 3.87 -1.90
C 2.39 2.79 -1.07
H 1.50 2.53 -0.46
H 3.25 2.13 -1.04
C 1.79 5.92 -3.18
H 0.85 6.33 -3.57
H 2.48 5.79 -4.03
H 2.22 6.64 -2.46
C 3.89 4.33 -2.26
H 4.06 5.31 -1.77
H 4.08 4.44 -3.34
H 4.65 3.64 -1.85
Tl 0.46 -1.32 2.28
O -0.76 -1.35 0.25
C -0.51 -1.16 -0.95
O 1.19 -3.13 0.35
C 1.22 -2.88 -0.85
O 1.99 -3.55 -1.72
N 0.55 -1.85 -1.54
C 2.00 -2.89 -3.01
C 1.26 -1.61 -2.80
H 1.49 -3.57 -3.70
H 3.05 -2.77 -3.31
H 0.56 -1.40 -3.60
H 1.97 -0.78 -2.72
C -1.49 -0.40 -1.71
C -2.50 0.23 -1.06
H -1.38 -0.43 -2.80
H -2.38 0.40 0.03
H -3.46 0.53 -1.48
N -2.17 -4.29 4.66
C -1.29 -5.32 4.36
C -0.34 -4.76 3.54
N -0.62 -3.43 3.33
C -1.75 -3.16 4.01
C -2.45 -1.89 4.03
N -2.11 -0.78 3.36
C -3.09 0.16 3.61
C -4.04 -0.38 4.47
N -3.62 -1.68 4.73
H -3.00 -4.36 5.25
H -1.40 -6.32 4.74
H 0.52 -5.22 3.07
H -3.06 1.14 3.17
H -4.93 0.04 4.88
H -4.08 -2.35 5.33
*
```

---

(3)
C18H23NO3 | the ωB97M-V functional and the def2-TZVPD basis

The geometry in ORCA input format:
```
! RIJCOSX wB97M-V def2-TZVPD def2/J DEFGRID3
* xyz 0 1
C 0.34 -3.74 -4.83
C -0.07 -3.19 -3.50
C 0.48 -3.69 -2.32
C 0.11 -3.22 -1.07
C -0.85 -2.21 -1.00
C -1.40 -1.70 -2.17
C -1.02 -2.19 -3.41
H -1.46 -1.78 -4.30
H -2.14 -0.92 -2.11
C -1.27 -1.59 0.31
N -0.57 -0.32 0.51
C 0.48 -0.19 1.34
O 0.87 -1.06 2.08
C 1.16 1.18 1.30
C 1.54 1.58 -0.13
C 0.36 2.44 -0.58
O 0.08 2.76 -1.70
O -0.37 2.79 0.49
C 0.22 2.33 1.72
C 0.94 3.52 2.38
C -0.16 4.21 3.17
H 0.24 4.90 3.92
C -0.91 3.04 3.80
H -1.91 3.31 4.11
H -0.36 2.67 4.67
C -0.92 1.97 2.70
H -0.77 0.97 3.11
H -1.86 1.98 2.15
H -0.81 4.76 2.49
H 1.41 4.16 1.63
H 1.71 3.14 3.06
H 1.69 0.74 -0.81
H 2.44 2.19 -0.15
H 2.02 1.12 1.96
H -0.81 0.41 -0.14
H -2.34 -1.39 0.31
H -1.02 -2.22 1.16
C 0.74 -3.80 0.16
H 1.10 -3.02 0.83
H 0.01 -4.41 0.70
H 1.58 -4.44 -0.11
H 1.22 -4.48 -2.39
H 0.31 -2.97 -5.59
H -0.35 -4.54 -5.13
H 1.34 -4.17 -4.79
*
```

Summary:
Structure (SMILES): Cc1ccc(CNC(=O)[C@H]2CC(=O)OC23CCCC3)c(C)c1
Energy above the lowest of the compared OMol25 structures with the same formula, charge and spin in eV: 0.065

---

(4)
C18H23NO4 | the ωB97M-V functional and the def2-TZVPD basis

The geometry in ORCA input format:
```
! RIJCOSX wB97M-V def2-TZVPD def2/J DEFGRID3
* xyz 0 1
C -0.30 -2.50 -0.10
C -1.40 -2.59 0.96
H -2.17 -3.30 0.64
H -0.99 -2.89 1.93
O -2.02 -1.32 1.19
C -3.14 -1.07 0.52
O -3.66 -1.85 -0.24
C -3.78 0.27 0.88
H -4.55 0.02 1.61
C -2.81 1.30 1.49
C -2.31 2.25 0.40
N -2.12 1.52 -0.83
C -0.98 0.90 -1.25
O -1.01 0.12 -2.20
C 0.28 1.22 -0.56
C 1.39 0.53 -0.85
C 2.70 0.74 -0.27
C 3.11 1.97 0.24
C 4.37 2.15 0.77
C 5.26 1.08 0.79
C 4.88 -0.15 0.29
C 3.61 -0.34 -0.24
O 3.15 -1.52 -0.73
C 4.01 -2.63 -0.75
H 3.43 -3.44 -1.20
H 4.90 -2.44 -1.37
H 4.32 -2.93 0.25
H 5.59 -0.97 0.32
H 6.25 1.21 1.19
H 4.67 3.11 1.15
H 2.42 2.80 0.20
H 1.31 -0.28 -1.57
H 0.30 2.01 0.17
C -3.38 1.13 -1.44
C -4.45 0.84 -0.38
H -5.16 0.12 -0.77
H -4.99 1.75 -0.11
H -3.72 1.93 -2.11
H -3.18 0.24 -2.04
H -1.39 2.75 0.71
H -3.05 3.03 0.20
H -1.97 0.78 1.95
H -3.32 1.87 2.26
H 0.09 -3.49 -0.30
H -0.71 -2.08 -1.02
H 0.51 -1.86 0.24
*
```

Summary:
Structure (SMILES): CCOC(=O)C1CCN(C(=O)/C=C/c2ccccc2OC)CC1
Energy above the lowest of the compared OMol25 structures with the same formula, charge and spin in eV: 1.238

---

no.,total energy (hartree)
1,-2133.2064
2,-1371.3655
3,-980.2353
4,-1055.4218